# 1
Formula: C31H42Cl2NO3P3Pb
Source: the OMol25 dataset
Level of theory: wB97M-V/def2-TZVPD

XYZ file:
```
83
Properties=species:S:1:pos:R:3
P 1.3429 1.8350 -5.6843
C 3.0685 1.7561 -5.3910
C 3.9276 1.1544 -6.3549
H 3.5096 0.4666 -7.0875
C 5.2845 1.4836 -6.3547
H 5.9386 1.1137 -7.1445
C 5.8107 2.2919 -5.3315
H 6.8670 2.5718 -5.3568
C 4.9966 2.7117 -4.2692
H 5.4384 3.2727 -3.4406
C 3.6351 2.4402 -4.2833
H 2.9749 2.7631 -3.4763
C 0.4885 0.3099 -5.9236
C 1.1200 -0.9050 -5.5449
H 2.0552 -0.8635 -4.9859
C 0.5637 -2.1225 -5.9122
H 1.0542 -3.0532 -5.6105
C -0.5981 -2.1690 -6.6839
H -0.9941 -3.1314 -7.0287
C -1.2661 -0.9821 -7.0094
H -2.1956 -1.0288 -7.5805
C -0.7534 0.2526 -6.6119
H -1.2798 1.1766 -6.8558
C 0.4075 3.3037 -5.5299
C 0.4256 4.2070 -6.6253
H 1.1330 4.0179 -7.4387
C -0.4556 5.2783 -6.6378
H -0.4884 5.9526 -7.4911
C -1.3098 5.5025 -5.5445
H -1.9993 6.3434 -5.5653
C -1.2695 4.6561 -4.4265
H -1.9155 4.8515 -3.5687
C -0.4176 3.5616 -4.4064
H -0.3430 2.9156 -3.5279
Pb -0.2641 0.1218 0.9149
C -2.1687 -0.8776 -0.3516
C -2.4077 -0.9534 -1.6611
H -2.8162 -1.3557 0.3969
C -1.4556 -0.2917 -2.6775
O -2.2137 0.7751 -3.2788
H -1.6096 1.3315 -3.8003
C -0.2440 0.2056 -2.0655
H -1.1692 -1.0051 -3.4661
C 0.4678 0.2850 -1.0089
Cl -0.4229 -2.1004 2.3500
Cl 2.4925 0.4472 1.1666
P 1.5019 -2.2078 -0.1193
C 2.6647 -2.8845 1.1312
H 2.0620 -3.2909 1.9543
H 3.2520 -2.0324 1.5042
H 3.3097 -3.6454 0.6658
C 0.4475 -3.6475 -0.5429
H -0.0906 -3.4333 -1.4780
H -0.2736 -3.7618 0.2789
H 1.0763 -4.5446 -0.6536
C 2.5837 -2.1508 -1.6065
H 3.1784 -1.2266 -1.5623
H 1.9718 -2.1399 -2.5222
H 3.2511 -3.0289 -1.6084
P -3.8797 -1.7807 -2.3746
C -4.4579 -2.8920 -1.1040
C -3.4462 -2.6823 -3.8646
H -4.3317 -2.4181 -0.1262
H -3.8764 -3.8234 -1.1401
H -5.5201 -3.1115 -1.2613
H -3.1273 -2.0070 -4.6678
H -4.3226 -3.2446 -4.2137
H -2.6405 -3.3965 -3.6554
C -5.0869 -0.5202 -2.7682
H -5.3230 0.0493 -1.8623
H -6.0051 -0.9827 -3.1463
H -4.6731 0.1601 -3.5209
H 1.5211 0.5896 -1.0351
N -1.4331 4.5443 2.8291
C -2.0223 4.5378 1.4605
C -1.4027 3.3235 0.7602
O -0.8776 2.5068 1.6130
O -1.4589 3.2409 -0.4723
H -1.2622 3.5432 3.0796
H -2.0388 5.0357 3.4875
H -0.5425 5.0455 2.7880
H -3.1048 4.4200 1.5394
H -1.7943 5.4692 0.9470
```

Calculated values
Molar mass   847.7 g mol⁻¹
Lowest unoccupied orbital energy (spin up / spin down)   -6.65 / -7.15 eV
Gap between HOMO and LUMO (spin up / spin down)   5.1321 / 4.6067 eV
Total energy   -98600.9327 eV
Charge   +2

=====

# 2
Formula: C31H42ClF2PPtSb
Source: the OMol25 dataset
Level of theory: wB97M-V/def2-TZVPD

XYZ file:
```
79
Properties=species:S:1:pos:R:3
Pt 14.3595 11.1670 9.0112
Cl 16.6748 11.1955 7.8605
C 17.3012 12.7618 8.3769
C 18.4774 13.1683 7.7284
C 19.0271 14.4284 8.0350
C 18.3883 15.2268 9.0044
C 17.2261 14.7664 9.6360
C 16.6078 13.5762 9.2617
P 14.8728 13.2789 9.7391
C 13.8697 14.6602 9.0826
C 13.3095 15.6362 9.9201
C 12.4741 16.6027 9.3648
C 12.3393 16.7591 7.9294
C 12.9010 15.7784 7.1329
C 13.6708 14.7680 7.7094
C 14.5728 13.2304 11.5063
C 13.2236 13.1570 11.8529
C 12.8779 12.8672 13.1810
C 13.7949 12.6146 14.1585
C 15.1289 12.6717 13.7919
C 15.5486 12.9421 12.5177
H 18.9869 12.5137 7.0165
H 19.9387 14.7335 7.5298
H 18.8781 16.1481 9.2365
H 16.7377 15.4680 10.2990
H 13.4519 15.6106 11.0139
H 11.9159 17.2822 9.9566
H 11.7680 17.5162 7.4943
H 12.8930 15.8779 6.0395
H 14.1535 14.0333 7.0516
H 12.4036 13.2440 11.1296
H 11.8216 12.7198 13.3516
H 13.4173 12.2878 15.1411
H 15.8393 12.4306 14.5661
H 16.5968 12.9155 12.3553
C 7.9878 12.1577 9.7993
C 8.9560 13.2192 9.1454
C 9.8247 13.8866 10.1858
C 8.2593 14.1971 8.2819
Sb 10.0031 11.6110 8.2120
C 11.1558 5.5078 14.7808
C 10.6360 6.3710 13.7235
C 11.8990 4.2553 14.5259
C 10.9961 5.9199 16.1893
C 9.2964 11.4878 6.2433
C 7.8490 11.7949 5.7824
C 9.6972 10.0757 5.7549
C 10.1984 12.6340 5.6038
H 7.0161 12.2240 9.2863
H 7.8362 12.4939 10.8244
H 8.2746 11.1040 9.7098
H 9.2116 14.4913 10.9000
H 10.5947 14.5329 9.8026
H 10.2881 13.2185 10.8772
H 7.3869 14.7166 8.7795
H 7.7921 13.6819 7.4266
H 8.9185 15.0232 8.0084
H 10.8488 6.1231 12.7196
H 10.7205 7.4580 13.9735
H 9.5183 6.2060 13.7942
H 11.0095 3.5204 14.5255
H 12.6062 3.8826 15.3031
H 12.3126 4.1726 13.4999
H 11.9465 6.2753 16.5868
H 10.7018 5.0342 16.8279
H 10.2009 6.7369 16.3527
H 7.0885 11.3775 6.4171
H 7.7629 11.3213 4.8042
H 7.7194 12.8582 5.7214
H 9.2205 9.2318 6.2470
H 10.7706 9.8890 5.8153
H 9.4576 9.9439 4.6681
H 9.7648 13.6756 5.5735
H 10.3764 12.3157 4.5571
H 11.2663 12.7925 5.9266
F 13.8240 8.4872 9.7502
C 14.5353 9.5515 10.3569
F 13.9102 9.9257 11.5134
H 15.5347 9.2349 10.6273
```

Calculated values
Molar mass   835.9 g mol⁻¹
Lowest unoccupied orbital energy (spin up / spin down)   -8.91 / -11.02 eV
<S²>   6.014
Gap between HOMO and LUMO (spin up / spin down)   5.9253 / 5.0121 eV
2S+1   5
Total energy   -69826.6104 eV
Charge   +3

=====

# 3
Formula: C31H42F3GeN3O5V
Source: the OMol25 dataset
Level of theory: wB97M-V/def2-TZVPD

XYZ file:
```
86
Properties=species:S:1:pos:R:3
V -0.3984 0.2560 -0.2282
C 2.8430 -4.1126 -0.3279
C 3.1312 -2.9274 0.5881
C 3.3826 -3.4276 2.0095
C 4.3527 -2.1584 0.0961
O 2.0265 -2.0187 0.5133
Ge 0.7683 -1.8102 1.8047
O -0.7548 -1.5430 0.4967
C -1.9557 -2.2872 0.8653
C -1.5701 -3.7355 1.1861
C -2.5599 -1.6409 2.1099
C -2.8696 -2.3324 -0.3549
O 0.7163 0.1593 1.5752
C 1.2945 0.9391 2.6628
C 2.5391 1.6634 2.1662
C 0.2560 1.9114 3.2154
C 1.7262 0.0284 3.8151
H 3.6632 -4.8313 -0.3088
H 1.9311 -4.6228 -0.0101
H 2.7092 -3.7723 -1.3553
H 4.2748 -4.0542 2.0298
H 3.5475 -2.5918 2.6935
H 2.5476 -4.0240 2.3816
H 5.2383 -2.7951 0.0782
H 4.1737 -1.7815 -0.9116
H 4.5494 -1.3090 0.7535
H -1.0478 -3.8328 2.1366
H -2.4767 -4.3388 1.2413
H -0.9449 -4.1447 0.3897
H -1.8911 -1.7898 2.9600
H -2.7001 -0.5674 1.9924
H -3.5197 -2.0974 2.3553
H -2.4337 -2.9894 -1.1082
H -3.8432 -2.7385 -0.0797
H -3.0079 -1.3651 -0.8277
H 2.2971 2.4397 1.4475
H 3.0484 2.1430 3.0033
H 3.2243 0.9499 1.7042
H 0.1577 2.8003 2.6017
H -0.7159 1.4211 3.2917
H 0.5484 2.2438 4.2121
H 2.4876 -0.6913 3.5062
H 2.1700 0.6506 4.5927
H 0.8871 -0.5102 4.2548
C 0.2363 -2.3986 -2.2505
C 1.2878 -1.3403 -2.3246
C 2.3395 -1.5009 -3.2259
C 3.2969 -0.5219 -3.3577
C 3.1724 0.6329 -2.6045
C 2.1079 0.7487 -1.7325
N 1.1953 -0.2320 -1.5701
C 1.8235 2.0328 -1.0518
C 2.6754 3.1259 -1.0710
C 2.2368 4.3117 -0.5061
C 0.9716 4.3911 0.0512
C 0.1778 3.2522 0.0649
N 0.6286 2.1134 -0.4532
C -1.2250 3.2100 0.5515
C -1.8228 4.3502 1.0526
C -3.1665 4.3146 1.3811
C -3.8675 3.1610 1.1146
C -3.2095 2.0458 0.5957
C -4.0397 0.8814 0.1602
N -1.8792 2.0380 0.4001
H -0.6976 -2.0376 -2.6871
H 0.0461 -2.6771 -1.2201
H 0.5544 -3.2761 -2.8092
H 2.3822 -2.4028 -3.8194
H 4.1155 -0.6366 -4.0551
H 3.8774 1.4387 -2.7338
H 3.6554 3.0674 -1.5168
H 2.8769 5.1833 -0.5129
H 0.6195 5.3265 0.4556
H -1.2595 5.2606 1.1835
H -3.6591 5.1826 1.7968
H -4.9325 3.1063 1.2866
H -5.0636 0.9970 0.5081
H -3.6630 -0.0669 0.5151
H -4.0521 0.8415 -0.9309
F -0.2045 2.0887 -3.2862
C -1.4390 1.7072 -3.6809
F -2.2770 2.7031 -3.3510
F -1.4199 1.5873 -4.9978
C -1.8933 0.3952 -2.9830
O -2.6093 -0.3708 -3.5707
O -1.4941 0.3025 -1.7571
```

Calculated values
Molar mass   717.2 g mol⁻¹
Lowest unoccupied orbital energy (spin up / spin down)   -3.84 / -3.67 eV
<S²>   2.009
Energy relative to the best compared isomer or geometry (same formula, charge and spin)   0.0 kcal/mol
Gap between HOMO and LUMO (spin up / spin down)   6.9197 / 7.1130 eV
2S+1   3
Total energy   -137893.7268 eV
Charge   +1

=====

# 4
Formula: C31H42N4O4S2
Source: the OMol25 dataset
Level of theory: wB97M-V/def2-TZVPD

XYZ file:
```
83
Properties=species:S:1:pos:R:3
C -8.7821 1.9446 4.0405
N -7.3561 2.0080 4.2796
C -6.7008 0.7248 4.2108
C -5.2534 0.8561 4.6629
N -4.6119 1.8644 3.8333
C -3.2361 1.7771 3.5790
S -2.3644 0.3302 3.6278
S -2.4206 3.1974 3.2029
C -5.2407 3.1755 3.9870
C -6.6974 3.0636 3.5544
H -9.2254 2.9301 4.2230
H -9.0396 1.6416 3.0105
H -9.2333 1.2208 4.7281
H -7.2498 0.0431 4.8761
H -6.7209 0.3045 3.1813
H -5.2550 1.1589 5.7263
H -4.7370 -0.1046 4.5495
H -5.2351 3.5099 5.0398
H -4.7423 3.9251 3.3577
H -6.7279 2.8908 2.4572
H -7.2396 3.9966 3.7671
C 5.8810 2.2311 -4.8668
O 6.5693 2.3480 -3.6044
C 5.8651 2.1420 -2.4613
C 4.5205 1.7665 -2.3836
C 4.0131 1.2302 -1.2012
C 2.6324 0.6206 -1.1811
C 2.6440 -0.9062 -1.3665
C 3.2176 -1.3455 -2.7170
O 4.3758 -1.2212 -3.1135
N 2.2109 -1.9531 -3.4048
C 2.4036 -2.4441 -4.7520
C 0.9591 -2.1247 -2.6783
C -0.1641 -1.3832 -3.4146
C 0.6429 -3.6219 -2.5558
N 1.3013 -1.4964 -1.3884
C 0.4722 -1.3573 -0.3306
C -0.8404 -1.8114 -0.2857
C -1.7340 -1.6478 0.7703
C -3.0535 -2.2262 0.7551
C -3.8995 -2.0982 1.8857
C -5.1716 -2.6524 1.9277
C -5.6720 -3.3476 0.8143
C -4.8667 -3.4909 -0.3238
C -3.5784 -2.9546 -0.3586
C 4.7867 1.2251 -0.0413
C 6.1075 1.6912 -0.0680
O 6.9891 1.6511 0.9644
C 6.4984 1.3222 2.2805
C 6.6306 2.2037 -1.2754
O 7.9390 2.5916 -1.3359
C 8.9413 1.5653 -1.5958
H 6.6135 2.5415 -5.6122
H 5.5735 1.1909 -5.0371
H 5.0010 2.8868 -4.9039
H 3.8924 1.8122 -3.2799
H 2.1402 0.8278 -0.2183
H 2.0195 1.0505 -1.9917
H 3.2540 -1.3649 -0.5656
H 3.4134 -2.1885 -5.0822
H 2.2764 -3.5332 -4.7878
H 1.6729 -1.9890 -5.4328
H 0.1394 -0.3432 -3.5980
H -0.3554 -1.8765 -4.3762
H -1.0889 -1.3777 -2.8336
H 1.5178 -4.1464 -2.1490
H -0.2090 -3.8047 -1.8981
H 0.4127 -4.0272 -3.5498
H 0.9020 -0.8517 0.5392
H -1.1977 -2.3448 -1.1623
H -1.4348 -1.0781 1.6532
H -3.5240 -1.5062 2.7251
H -5.7786 -2.5398 2.8266
H -6.6785 -3.7707 0.8341
H -5.2478 -4.0276 -1.1945
H -2.9734 -3.1004 -1.2551
H 4.3586 0.8373 0.8898
H 7.3467 1.4921 2.9430
H 5.6580 1.9678 2.5695
H 6.1865 0.2708 2.3234
H 9.8855 2.1065 -1.6134
H 8.9289 0.8277 -0.7880
H 8.7428 1.0943 -2.5631
```

Calculated values
Molar mass   598.8 g mol⁻¹
Lowest unoccupied orbital energy   -2.34 eV
Gap between HOMO and LUMO   3.2613 eV
Total energy   -68645.9342 eV
Charge   0

=====

# 5
Formula: C31H42N4P2ReSbSe4Si2
Source: the OMol25 dataset
Level of theory: wB97M-V/def2-TZVPD

XYZ file:
```
87
Properties=species:S:1:pos:R:3
Re 0.1387 -2.4759 -0.1348
C -0.8426 0.3369 -5.3760
Si -0.5257 1.4860 -3.8364
C -1.4622 3.1182 -3.7091
C 1.2288 2.1183 -3.9639
N -0.6345 0.4900 -2.3998
P -1.4011 0.3729 -1.0372
C -0.4182 -0.6788 -0.0516
P 0.7978 -0.5300 1.2797
N 1.6292 -2.0121 1.1269
Si 3.0258 -2.4224 1.9941
C 2.6495 -2.0067 3.8041
C 3.3867 -4.2720 1.9551
C 4.4653 -1.3554 1.3574
C -0.0610 -0.1692 2.8175
C -0.3408 1.1099 3.3592
C -1.0452 1.2527 4.5402
C -1.4529 0.1807 5.2877
C -1.1849 -1.1095 4.7730
C -0.5499 -1.2450 3.5495
C 1.9608 0.7991 1.0783
C 2.4486 1.0885 -0.2249
C 3.1433 2.2850 -0.4873
C 3.5012 3.1254 0.5370
C 3.1456 2.7387 1.8576
C 2.4583 1.5895 2.1422
C -3.0703 -0.2254 -1.1897
C -3.7184 -1.1044 -0.3516
C -4.9370 -1.6633 -0.7869
C -5.4512 -1.3514 -2.0334
C -4.9071 -0.3264 -2.7912
C -3.7116 0.2021 -2.4101
C -1.8198 2.0207 -0.2554
C -0.8025 3.0336 -0.2378
C -1.0591 4.2154 0.4749
C -2.2080 4.4043 1.2593
C -3.1684 3.4065 1.2518
C -3.0211 2.2943 0.3718
H 0.0974 -0.2011 -5.7028
H -1.1713 0.8803 -6.2725
H -1.5631 -0.5201 -5.1264
H -1.4500 3.6101 -4.6769
H -0.8736 3.7147 -2.9577
H -2.4602 2.9253 -3.2807
H 1.3778 2.6856 -4.8960
H 1.9455 1.2885 -3.8726
H 1.4794 2.7798 -3.1441
H 1.8235 -2.6240 4.2126
H 2.3611 -0.9636 3.9639
H 3.4862 -2.2263 4.4576
H 3.1223 -4.6442 0.9543
H 2.9576 -4.9342 2.7227
H 4.4807 -4.3926 2.0061
H 4.2795 -0.2993 1.5786
H 4.4601 -1.4734 0.2323
H 5.4157 -1.6919 1.8614
H -0.0136 2.0763 2.8625
H -1.2881 2.2831 4.8292
H -1.9661 0.2722 6.2275
H -1.5816 -2.0371 5.1845
H -0.6788 -2.2085 3.0546
H 2.0886 0.4723 -1.1034
H 3.2773 2.4840 -1.5819
H 4.0616 4.0695 0.3391
H 3.4326 3.3660 2.7139
H 2.3391 1.2510 3.2021
H -3.3230 -1.4508 0.6516
H -5.3538 -2.5009 -0.2308
H -6.3580 -1.8275 -2.4227
H -5.4102 -0.0698 -3.6705
H -3.3069 1.0904 -2.9511
H 0.1581 2.8371 -0.7255
H -0.3448 5.1095 0.3983
H -2.3279 5.3112 1.8733
H -4.0961 3.5087 1.8565
H -3.8299 1.5972 0.2844
Se 1.1281 -5.2744 -2.7295
Sb -0.7601 -5.8327 -1.1339
Se -1.7028 -3.7337 1.1796
Se -2.0234 -3.5620 -1.0790
Se 0.4104 -5.1741 0.9976
N 2.6098 -2.4626 -1.9382
N 1.1884 -2.2686 -2.0693
H 2.7625 -3.4819 -1.6651
H 3.0918 -2.0942 -2.7687
H 0.8712 -3.0434 -2.6585
H 0.9907 -1.3406 -2.5266
```

Calculated values
Molar mass   1212.6 g mol⁻¹
Lowest unoccupied orbital energy (spin up / spin down)   -8.10 / -8.10 eV
Gap between HOMO and LUMO (spin up / spin down)   5.2787 / 5.2750 eV
Total energy   -343160.6901 eV
Charge   +2

=====

- Look up the charge of the fifth one.
  +2